The following is a DFT calculation (wB97M-V/def2-TZVPD) of a cluster of 13 separate species, C5H36NO12S in total.

Structure (XYZ):
```
55
Properties=species:S:1:pos:R:3:lowdin_charge:R:1
C 1.39407 1.84424 -0.81164 -0.3240
C 1.65000 3.16752 -0.39369 -0.7883
S 2.71996 3.42010 1.05584 0.2870
C 0.13147 1.33486 -0.08837 -0.1458
N 0.25512 -0.04718 0.61044 -0.0582
C -0.51946 0.13503 1.94123 -0.2613
C 0.26626 -0.42682 3.06759 -0.0979
H 2.21916 1.17599 -0.70540 0.0742
H 1.22067 1.86970 -1.92760 0.1170
H 0.75491 3.83640 -0.16600 0.0430
H 2.10209 3.78156 -1.36225 0.1031
H -0.76318 1.03694 -0.58404 0.0783
H -0.01835 2.14500 0.74035 0.0853
H 1.13728 -0.41428 0.91183 0.0376
H -0.65289 1.18270 2.21777 0.0979
H -1.46008 -0.36982 1.77576 0.0859
H 1.30752 -0.34801 3.05875 0.0148
H 0.03169 -0.04423 4.13054 0.1077
H 0.27203 -1.62335 2.85275 0.1288
H 3.84706 0.85323 0.81765 0.0309
H 3.05454 0.63016 2.13922 0.0473
O 3.25784 0.19280 1.26390 -0.1463
H -0.14086 -2.28943 -3.57002 0.0029
H -0.20353 -2.85992 -2.22524 -0.0151
O 0.41018 -2.75739 -2.93984 -0.0344
H -0.49065 -1.48191 -0.04175 0.0167
H -0.71866 -3.00672 -0.37566 0.0807
O -1.09885 -2.05043 -0.62285 -0.1705
H -3.91943 1.23949 1.52340 -0.0485
H -4.00399 2.64192 1.29822 -0.0831
O -4.28605 2.01432 1.82784 0.0177
H 2.36602 -2.78567 -2.30666 -0.0604
H 1.97533 -3.73117 -1.34589 0.0799
O 2.78592 -3.22057 -1.67928 -0.0182
H 2.76848 -1.56545 0.75632 -0.0959
H 3.25630 -2.54431 -0.17011 0.0849
O 2.65815 -2.42290 0.64122 -0.0508
H -2.08704 -1.97023 -2.49632 -0.0099
H -3.55902 -1.47291 -2.96678 0.1002
O -2.74064 -1.96859 -3.16964 -0.0167
H 0.47154 4.41996 1.42423 0.0024
H 0.15114 3.53383 2.72136 0.0290
O -0.25454 4.11288 2.06143 -0.1445
H -1.71891 -1.30957 -4.09825 0.0442
H -0.65574 -0.21131 -3.65431 -0.0374
O -0.94187 -0.63006 -4.40037 -0.0971
H -2.17551 -0.29184 0.02891 0.0595
H -3.48266 -0.23620 -0.37702 0.0392
O -2.95132 0.38057 0.09370 -0.0657
H -1.64928 3.43698 1.04842 0.0274
H -2.28448 2.20146 0.46884 -0.0314
O -2.29587 3.15120 0.33649 -0.0915
H 1.14298 -3.19119 0.84841 0.0216
H 0.96631 -4.54667 0.16221 0.0056
O 0.49884 -3.92071 0.65437 -0.0577
```

Values from the calculation:
Gap between HOMO and LUMO = 5.9 eV
Energy above the lowest of the compared OMol25 structures with the same formula, charge and spin = 296.44 kJ/mol
DFT total energy = -42662.829 eV
Lowest unoccupied orbital energy = 0.0748 Eh
Total charge = -1
E_HOMO = -3.8 eV
Multiplicity = 1

The following is a DFT calculation (wB97M-V/def2-TZVPD) of a structure of composition C15H13Br9N2O4.

Structure (XYZ):
```
43
Properties=species:S:1:pos:R:3:lowdin_charge:R:1
C -11.21614 12.87109 -12.19144 -1.6385
Br -11.25110 14.35552 -13.41859 0.5623
Br -10.33436 13.39880 -10.56313 0.6196
Br -10.34830 11.37221 -13.01799 0.5783
H -12.22292 12.58592 -11.94277 -0.0285
C -8.09822 16.10415 -0.46712 -1.6127
Br -9.63146 16.30387 -1.59576 0.5978
Br -6.99815 14.65465 -1.10645 0.5691
Br -8.62535 15.78316 1.36167 0.5699
H -7.51248 17.00667 -0.46777 -0.0224
C -13.57877 12.49375 -2.57518 -1.6476
Br -12.48237 14.02837 -2.25791 0.5651
Br -12.63746 11.04245 -3.39202 0.5820
Br -15.17097 12.96122 -3.59206 0.5485
H -14.00153 12.18460 -1.63451 -0.0362
C -10.68407 13.47695 -6.78068 -0.0749
C -10.81460 14.70053 -7.40783 -0.1074
C -10.15891 15.81099 -6.90403 0.0060
C -9.53888 15.70082 -5.68445 -0.1637
C -9.40016 14.49096 -5.04470 -0.0253
C -9.92115 13.35425 -5.62418 -0.0656
N -8.78134 16.83348 -5.17064 -0.3486
O -8.03258 16.62859 -4.23961 -0.0069
O -8.98247 17.92407 -5.68655 0.0775
H -11.18343 12.59466 -7.16408 0.1105
H -11.39547 14.78933 -8.31403 0.0627
H -10.12224 16.75186 -7.43469 0.1244
H -8.78129 14.40945 -4.15953 0.1002
H -9.84820 12.38224 -5.16118 0.1025
C -3.97730 13.81052 -6.24298 -0.0776
C -3.26821 12.81504 -6.86338 -0.0656
C -3.92797 11.89659 -7.66272 0.0071
C -5.26520 12.11404 -7.94256 -0.1649
C -5.99180 13.09734 -7.34264 0.0001
C -5.33309 13.92776 -6.45661 -0.0600
N -5.89703 11.19797 -8.87521 -0.3623
O -5.17246 10.50936 -9.53596 0.0906
O -7.11242 11.11753 -8.88600 0.0702
H -3.54824 14.37706 -5.42634 0.1128
H -2.19736 12.75577 -6.71357 0.1112
H -3.43442 11.05198 -8.12289 0.1209
H -7.05380 13.12193 -7.54789 0.1171
H -5.89867 14.65065 -5.89268 0.1025
```

Values from the calculation:
Gap between HOMO and LUMO = 9.6 eV
Energy above the lowest of the compared OMol25 structures with the same formula, charge and spin = 29.02 kJ/mol
DFT total energy = -657311.594 eV
Lowest unoccupied orbital energy = -0.0203 Eh
E_HOMO = -10.1 eV
Multiplicity = 1